ORCA calculation (ωB97M-V/def2-TZVPD) on a molecular structure, C25H33BrNO6Se2W in a non-equilibrium geometry.

Geometry as ORCA input:
```
! wB97M-V def2-TZVPD RIJCOSX def2/J DEFGRID3
* xyz 1 1
W 1.79262 0.64310 -1.22495
O 0.90802 5.79480 1.74265
C 1.23502 4.68380 1.06915
C 2.15402 3.73420 1.57155
C 2.44482 2.62340 0.81935
N 1.93612 2.45530 -0.44305
C 0.94142 3.31830 -0.88725
C 0.58822 4.43630 -0.15305
C 0.40922 2.79480 -2.15585
O -0.55908 3.16450 -2.77465
O 1.18352 1.73500 -2.55615
C 3.15492 1.38040 1.23385
O 3.73092 1.21350 2.27625
O 2.99832 0.44430 0.27925
H 1.41812 5.88980 2.55845
H 2.59002 3.85060 2.55115
H -0.18938 5.09780 -0.50175
C 3.67392 -2.60830 -2.02825
Se 1.95292 -1.81890 -1.36005
C 1.91492 -0.12690 -4.63725
C 3.10392 -0.08390 -5.22185
Se 4.06352 0.87670 -2.33605
C 4.24052 2.73490 -2.96165
H 3.44442 -3.14170 -2.94735
H 4.03702 -3.30530 -1.27615
H 4.41122 -1.82440 -2.20765
H 1.23972 0.71690 -4.68005
H 1.53382 -1.05010 -4.21515
H 3.45492 0.80140 -5.72805
H 3.75642 -0.94340 -5.25105
H 5.24682 2.85650 -3.35995
H 4.08632 3.40400 -2.11805
H 3.50332 2.92540 -3.73965
C -5.09328 -3.11270 -0.54305
C -4.35618 -2.74470 0.74425
C -5.30078 -1.91300 1.62665
C -3.95858 -4.03890 1.47155
C -3.10288 -1.93750 0.47935
C -2.69468 -1.59180 -0.80555
C -1.55828 -0.83070 -0.94615
Br -0.88318 -0.28820 -2.66185
C -0.77498 -0.37910 0.11895
O 0.30452 0.37760 -0.18795
C -1.16128 -0.75500 1.42195
C -2.31108 -1.51410 1.55005
C -0.30748 -0.34520 2.60765
C -0.88358 -0.79260 3.94925
C 1.07382 -0.99490 2.44515
C -0.19688 1.18550 2.63295
H -5.97868 -3.69450 -0.30035
H -4.46398 -3.71510 -1.19245
H -5.41468 -2.22290 -1.07825
H -6.20598 -2.47790 1.82965
H -5.57608 -0.99470 1.11385
H -4.84538 -1.65170 2.57665
H -4.84218 -4.63330 1.68555
H -3.45428 -3.83590 2.41105
H -3.29238 -4.62450 0.84315
H -3.23058 -1.89240 -1.68845
H -2.61888 -1.79690 2.54065
H -0.93048 -1.87460 4.01965
H -1.87068 -0.37350 4.11915
H -0.23178 -0.43710 4.74125
H 0.99422 -2.07990 2.47025
H 1.73632 -0.67470 3.24545
H 1.53972 -0.71610 1.49535
H -1.17298 1.62790 2.82305
H 0.17512 1.58030 1.68525
H 0.48812 1.49030 3.41955
*
```

Calculated values
M (g mol⁻¹): 865.2
Lowest unoccupied orbital energy (eV): -5.6
HOMO energy (eV): -10.83
Strongest force on any atom (eV Å⁻¹): 5.7
Frontier orbital gap (eV): 5.26
Energy (eV): -242790.389